ORCA calculation (the ωB97M-V functional and the def2-TZVPD basis) on a molecular structure, C42H48MgN5OTe in a non-equilibrium geometry.

Atoms and positions in Å:
Mg1 1.4244 -0.3247 -0.5191
C1 5.8124 0.5621 -0.9090
C2 5.4257 -0.5703 -1.8098
C3 6.1751 -0.7954 -2.9580
C4 5.8667 -1.8220 -3.8294
C5 4.7868 -2.6469 -3.5614
C6 3.9933 -2.4282 -2.4494
C7 2.8133 -3.3036 -2.1546
C8 4.3156 -1.3903 -1.5612
N1 3.4542 -1.1928 -0.4770
C9 3.8592 -1.3002 0.7440
C10 5.2128 -1.8039 1.1422
C11 2.8888 -1.0492 1.7944
C12 3.3729 -0.8685 3.2003
N2 1.6494 -0.9239 1.4446
C13 0.5849 -1.0705 2.3292
C14 -0.4195 -0.0972 2.4254
C15 -0.3321 1.2286 1.7235
C16 -1.5301 -0.3536 3.2189
C17 -1.6725 -1.5507 3.8949
C18 -0.6876 -2.5126 3.7819
C19 0.4440 -2.2958 3.0115
C20 1.4435 -3.4099 2.8954
H1 6.1641 1.4000 -1.5056
H2 6.6294 0.2709 -0.2493
H3 4.9764 0.8917 -0.2955
H4 7.0188 -0.1523 -3.1610
H5 6.4686 -1.9838 -4.7102
H6 4.5570 -3.4709 -4.2215
H7 2.7289 -4.0972 -2.8928
H8 1.8961 -2.7047 -2.1690
H9 2.9155 -3.7595 -1.1684
H10 5.7578 -2.1470 0.2668
H11 5.0892 -2.6469 1.8213
H12 5.8058 -1.0505 1.6559
H13 4.1257 -0.0784 3.2190
H14 3.8397 -1.7673 3.6002
H15 2.5489 -0.5817 3.8525
H16 0.6633 1.4154 1.3138
H17 -0.5688 2.0268 2.4257
H18 -1.0712 1.2666 0.9193
H19 -2.2938 0.4049 3.3059
H20 -2.5414 -1.7287 4.5084
H21 -0.7738 -3.4529 4.3048
H22 0.9344 -4.3686 2.9626
H23 2.1638 -3.3660 3.7110
H24 1.9958 -3.3719 1.9580
C21 -10.2627 -1.6719 0.7391
C22 -9.0054 -1.2235 0.0659
C23 -9.0279 -0.6294 -1.1894
C24 -7.8683 -0.1739 -1.7836
C25 -6.6463 -0.2913 -1.1290
N3 -5.5110 0.2720 -1.7410
C26 -4.1876 -0.0234 -1.6388
O1 -3.3314 0.7401 -2.0310
N4 -3.9166 -1.2758 -1.1027
C27 -2.6802 -1.8187 -0.8355
C28 -2.6032 -3.1200 -0.3265
C29 -1.3639 -3.6496 -0.0272
C30 -0.2364 -2.8698 -0.2309
N5 -0.2972 -1.6409 -0.7256
C31 -1.4773 -1.1268 -1.0289
C32 -6.6113 -0.8868 0.1297
C33 -7.7783 -1.3554 0.7045
H25 -11.1258 -1.5141 0.0996
H26 -10.4108 -1.1100 1.6602
H27 -10.2085 -2.7272 0.9998
H28 -9.9670 -0.5075 -1.7053
H29 -7.9080 0.2922 -2.7566
H30 -5.6883 1.0860 -2.3157
H31 -4.7142 -1.8793 -0.9453
H32 -3.5020 -3.7005 -0.1727
H33 -1.2734 -4.6522 0.3604
H34 0.7493 -3.2404 0.0005
H35 -1.4908 -0.1364 -1.4627
H36 -5.6896 -0.9384 0.6905
H37 -7.7339 -1.8119 1.6816
C34 1.3480 7.8289 -0.1986
C35 1.4491 6.3502 -0.4117
C36 0.3864 5.5959 -0.8761
C37 0.5194 4.2451 -1.1783
C38 -0.7185 3.5347 -1.6311
C39 1.7575 3.6210 -1.0217
Te1 2.1925 1.7273 -1.9643
C40 2.8183 4.3503 -0.4728
C41 4.1598 3.7550 -0.1670
C42 2.6446 5.6904 -0.1732
H38 0.3171 8.1718 -0.2355
H39 1.9073 8.3528 -0.9756
H40 1.7784 8.1109 0.7608
H41 -0.5712 6.0686 -1.0406
H42 -1.3377 4.2001 -2.2279
H43 -1.2992 3.2286 -0.7582
H44 -0.4889 2.6519 -2.2239
H45 4.0782 3.0041 0.6227
H46 4.8317 4.5375 0.1772
H47 4.6002 3.2856 -1.0455
H48 3.4803 6.2411 0.2327

Charge: +1
Relative energy (zero: lowest compared OMol25 entry of this formula, charge and spin): 0.4469 eV
Frontier orbital gap: 5.48 eV
Calculated total energy: -66568.288 eV

Löwdin population analysis, charges in e, atoms 1 to 8: 0.356, -0.050, -0.217, -0.028, -0.053, -0.032, -0.202, -0.027

ORCA calculation (the ωB97M-V functional and the def2-TZVPD basis) on 7 unconnected molecules or ions with the total composition C42H48N3O2 in a non-equilibrium geometry.

Atoms and positions in Å:
C1 3.6732 2.2654 0.0927
C2 3.0087 2.9746 1.2295
O1 2.6891 2.4385 2.2559
O2 2.7402 4.3070 1.0583
C3 1.6675 4.6024 0.1774
C4 0.5149 3.6760 0.4028
C5 -0.6567 3.8728 -0.5799
N1 -1.7125 3.0776 0.1044
C6 -1.4335 3.2250 1.4317
N2 -2.2137 2.7149 2.3855
N3 -0.2978 3.9044 1.6390
H1 3.9314 2.9187 -0.7357
H2 2.9892 1.4895 -0.2618
H3 4.5511 1.7546 0.4829
H4 1.3385 5.6089 0.4430
H5 1.9630 4.6261 -0.8758
H6 0.7481 2.6086 0.3229
H7 -0.9849 4.9100 -0.5189
H8 -0.4332 3.5782 -1.5999
H9 -1.8182 2.1121 -0.1874
H10 -1.8016 2.2804 3.1962
H11 -3.2128 2.7689 2.2725
H12 0.1306 3.7627 2.5534
C7 1.4279 -1.8961 2.8182
C8 1.4573 -0.5135 2.9425
C9 0.3744 0.2367 2.5069
C10 -0.7441 -0.3927 1.9703
C11 -0.7761 -1.7731 1.8589
C12 0.3158 -2.5224 2.2717
H13 2.2786 -2.4847 3.1339
H14 2.3245 -0.0210 3.3628
H15 0.4148 1.3200 2.5904
H16 -1.5856 0.1992 1.6272
H17 -1.6391 -2.2636 1.4278
H18 0.3061 -3.5975 2.1530
C13 2.3875 -2.4238 -0.9296
C14 3.3574 -2.9549 -1.7697
C15 2.9941 -3.8388 -2.7769
C16 1.6610 -4.1876 -2.9483
C17 0.6924 -3.6547 -2.1097
C18 1.0552 -2.7740 -1.0992
H19 2.6692 -1.7374 -0.1399
H20 4.3965 -2.6816 -1.6392
H21 3.7493 -4.2576 -3.4292
H22 1.3792 -4.8743 -3.7359
H23 -0.3472 -3.9255 -2.2454
H24 0.3026 -2.3597 -0.4446
C19 1.0565 4.7916 5.5427
C20 1.3861 3.6041 4.9007
C21 0.8532 2.4041 5.3556
C22 -0.0074 2.3903 6.4455
C23 -0.3347 3.5785 7.0838
C24 0.1987 4.7788 6.6340
H25 1.4728 5.7282 5.1941
H26 2.0457 3.5957 4.0433
H27 1.1178 1.4765 4.8616
H28 -0.4186 1.4544 6.8009
H29 -1.0030 3.5688 7.9347
H30 -0.0524 5.7034 7.1369
C25 0.9412 -0.7074 -4.0126
C26 -0.4110 -0.7969 -3.7050
C27 -1.3406 -0.0657 -4.4334
C28 -0.9231 0.7501 -5.4764
C29 0.4263 0.8380 -5.7868
C30 1.3560 0.1128 -5.0533
H31 1.6663 -1.2751 -3.4435
H32 -0.7375 -1.4369 -2.8971
H33 -2.3941 -0.1362 -4.1923
H34 -1.6489 1.3119 -6.0499
H35 0.7535 1.4686 -6.6030
H36 2.4085 0.1842 -5.2961
C31 -7.5117 2.5780 2.7723
C32 -8.4600 3.1929 1.9681
C33 -8.0745 3.8310 0.7972
C34 -6.7390 3.8521 0.4240
C35 -5.7922 3.2351 1.2284
C36 -6.1752 2.6002 2.4021
H37 -7.8136 2.0820 3.6848
H38 -9.5028 3.1744 2.2544
H39 -8.8161 4.3126 0.1744
H40 -6.4387 4.3467 -0.4901
H41 -4.7494 3.2510 0.9251
H42 -5.4395 2.1162 3.0357
C37 3.3027 -7.7857 -3.5613
C38 4.2714 -8.3146 -4.4027
C39 3.9079 -9.1968 -5.4105
C40 2.5755 -9.5455 -5.5803
C41 1.6065 -9.0149 -4.7404
C42 1.9705 -8.1372 -3.7290
H43 3.5862 -7.0992 -2.7731
H44 5.3102 -8.0401 -4.2729
H45 4.6634 -9.6132 -6.0636
H46 2.2922 -10.2317 -6.3675
H47 0.5676 -9.2871 -4.8736
H48 1.2153 -7.7269 -3.0702

Charge: +1
Relative energy (zero: lowest compared OMol25 entry of this formula, charge and spin): 0.0000 eV
Frontier orbital gap: 7.63 eV
Calculated total energy: -52892.070 eV

Löwdin population analysis, charges in e, atoms 1 to 8: 0.044, -0.513, 0.113, -0.002, -0.120, -0.246, -0.070, 0.124

ORCA calculation (the ωB97M-V functional and the def2-TZVPD basis) on a molecular structure, C42H49AuF6N5O2PSTe2 in a non-equilibrium geometry.

Atoms and positions in Å:
Au1 -0.3658 1.8697 0.7433
S1 -5.8382 5.5642 1.3895
C1 -4.2427 4.7630 1.2774
C2 -3.7199 4.0687 2.3633
C3 -2.4953 3.4476 2.2236
N1 -1.8090 3.4916 1.0789
C4 -2.3145 4.1394 0.0267
C5 -3.5221 4.8054 0.0878
C6 -6.7443 4.0363 1.0883
C7 -6.9820 3.6279 -0.2145
C8 -7.6186 2.4062 -0.4022
N2 -7.9929 1.6341 0.6079
C9 -7.7998 2.0500 1.8508
C10 -7.1727 3.2557 2.1493
H1 -4.2528 4.0170 3.3011
H2 -2.0441 2.8983 3.0406
H3 -1.7364 4.1161 -0.8866
H4 -3.8983 5.3398 -0.7717
H5 -6.6913 4.2388 -1.0574
H6 -7.8336 2.0367 -1.3979
H7 -8.1576 1.3979 2.6388
H8 -7.0348 3.5724 3.1734
N3 -2.1835 0.8742 -0.1827
C11 -2.9330 0.0987 0.2605
N4 -3.8075 -0.7468 0.6986
C12 -3.9440 -1.0987 2.1183
C13 -3.8566 -2.6177 2.2545
O1 -4.7858 -3.2607 1.4075
C14 -4.5730 -2.9581 0.0463
C15 -4.7173 -1.4605 -0.2057
H9 -4.9291 -0.7654 2.4576
H10 -3.1576 -0.6078 2.6888
H11 -4.1206 -2.9090 3.2699
H12 -2.8336 -2.9559 2.0357
H13 -5.3243 -3.5136 -0.5122
H14 -3.5710 -3.2878 -0.2647
H15 -5.7408 -1.1469 0.0169
H16 -4.4842 -1.2142 -1.2405
F1 2.1521 1.3746 2.7204
P1 3.6592 0.8930 2.2959
F2 5.0681 0.4238 1.7628
F3 4.1023 2.4431 2.2532
F4 4.0404 0.7094 3.8031
F5 3.1432 1.0438 0.6763
F6 3.0952 -0.6587 2.2059
C16 0.9444 5.0270 -0.5007
Te1 1.7749 3.4152 0.6343
C17 1.5448 4.4615 2.4642
H17 1.6658 5.8429 -0.4604
H18 -0.0030 5.3676 -0.0944
H19 0.8247 4.7153 -1.5361
H20 0.7432 5.1868 2.3569
H21 2.4883 4.9599 2.6811
H22 1.3338 3.7370 3.2451
C18 8.4246 -1.0349 -1.4324
C19 6.9513 -1.0876 -1.1599
C20 6.4143 -2.0117 -0.2755
C21 5.0520 -2.0615 0.0017
C22 4.5582 -3.1356 0.9359
C23 4.2369 -1.1158 -0.6292
Te2 2.1375 -1.3469 -0.1576
N5 0.6756 -0.1277 0.6133
C24 -0.0603 -0.6647 1.6356
O2 -0.8369 0.0659 2.2688
C25 -0.0073 -2.1228 1.9960
C26 -0.3382 -3.0906 1.0357
C27 -0.1182 -4.4303 1.3067
C28 0.4473 -4.8066 2.5206
C29 0.7067 -3.8534 3.4935
C30 0.4654 -2.5079 3.2396
C31 1.4547 -1.4234 -2.1718
C32 1.7705 -2.6370 -2.8163
C33 2.6115 -3.7070 -2.1670
C34 1.3214 -2.8612 -4.1091
C35 0.5481 -1.9305 -4.7879
C36 0.0500 -2.1965 -6.1756
C37 0.2646 -0.7317 -4.1481
C38 0.7083 -0.4529 -2.8629
C39 0.4198 0.9299 -2.3500
C40 4.7306 -0.1725 -1.5321
C41 3.8747 0.8774 -2.1761
C42 6.0958 -0.1875 -1.7830
H23 8.9546 -1.8362 -0.9235
H24 8.8272 -0.0829 -1.0835
H25 8.6205 -1.1023 -2.5023
H26 7.0642 -2.7257 0.2147
H27 5.3654 -3.4452 1.5965
H28 4.2308 -4.0204 0.3842
H29 3.7326 -2.7831 1.5508
H30 -0.8132 -2.7781 0.1101
H31 -0.3622 -5.1798 0.5654
H32 0.6676 -5.8476 2.7143
H33 1.1024 -4.1494 4.4552
H34 0.6722 -1.7463 3.9799
H35 2.6837 -3.5601 -1.0888
H36 3.6189 -3.6996 -2.5863
H37 2.1868 -4.6946 -2.3436
H38 1.5744 -3.7970 -4.5927
H39 0.2495 -3.2218 -6.4780
H40 0.5493 -1.5284 -6.8795
H41 -1.0208 -2.0075 -6.2496
H42 -0.3161 0.0236 -4.6662
H43 0.8566 1.6618 -3.0327
H44 0.8168 1.0897 -1.3576
H45 -0.6562 1.1022 -2.3181
H46 2.8559 0.7898 -1.8191
H47 3.8850 0.7807 -3.2623
H48 4.2414 1.8717 -1.9161
H49 6.5048 0.5621 -2.4507

Charge: +2
Relative energy (zero: lowest compared OMol25 entry of this formula, charge and spin): 1.7620 eV
Frontier orbital gap: 4.97 eV
Calculated total energy: -110590.773 eV

Löwdin population analysis, charges in e, atoms 1 to 8: 0.918, 1.020, -0.474, -0.030, -0.094, -0.078, -0.131, -0.029

ORCA calculation (the ωB97M-V functional and the def2-TZVPD basis) on 5 unconnected molecules or ions with the total composition C42H49BFN2O14 in a non-equilibrium geometry.

Atoms and positions in Å:
C1 2.0829 4.5314 2.9947
C2 1.5415 4.8224 1.4725
O1 2.7218 5.1531 0.6135
C3 2.2991 5.2370 -0.7994
C4 3.3587 4.4655 -1.7845
C5 2.4660 3.4676 -2.7932
N1 2.3303 3.9839 -4.1680
N2 1.5829 3.2562 -5.0376
O2 1.4239 3.6941 -6.3270
B1 2.6630 3.1599 -6.9949
O3 4.0319 3.6431 -6.7180
O4 2.4571 2.0533 -7.9797
C6 0.9390 1.9907 -4.5872
O5 0.0995 1.3050 -5.6273
C7 0.9998 1.2288 -3.1465
F1 0.3391 -0.0599 -2.7888
C8 1.9196 2.1168 -2.0608
C9 2.1619 1.6521 -0.5088
C10 2.9017 0.1573 -0.5795
C11 2.2682 -0.8275 0.5685
C12 1.0180 -1.7671 0.0595
C13 0.3055 -2.3744 1.4455
C14 -1.2190 -2.9726 1.1353
C15 -2.2258 -1.6431 1.0183
C16 -3.0833 -1.3915 2.4304
C17 -2.4789 -0.0274 3.1340
O6 -2.7626 1.1250 2.2176
C18 -4.0967 1.6897 2.4992
H1 2.1776 5.5415 3.6059
H2 3.1340 3.9870 2.8859
H3 1.3863 3.7847 3.5850
H4 0.7409 5.6895 1.4685
H5 1.0310 3.8460 1.0767
H6 1.2551 4.6810 -0.9306
H7 2.1443 6.3400 -1.1753
H8 3.9243 5.2928 -2.4302
H9 4.1812 3.8524 -1.2116
H10 4.4620 2.9501 -6.1090
H11 2.4019 1.2082 -7.4089
H12 -0.8386 1.2618 -5.2787
H13 1.1222 1.5825 0.0529
H14 2.8386 2.3972 0.0946
H15 4.0527 0.3817 -0.3657
H16 2.8641 -0.3118 -1.6581
H17 1.8626 -0.1745 1.4646
H18 3.1308 -1.5652 0.9205
H19 0.1681 -1.1609 -0.4842
H20 1.3580 -2.6091 -0.6827
H21 0.1265 -1.4230 2.1372
H22 1.0208 -3.1609 1.9376
H23 -1.5321 -3.6248 2.0711
H24 -1.2382 -3.5636 0.1191
H25 -2.9927 -1.7660 0.1287
H26 -1.5741 -0.6816 0.7520
H27 -3.0142 -2.3517 3.1352
H28 -4.2432 -1.2829 2.1839
H29 -2.8576 0.1546 4.2285
H30 -1.3120 -0.1364 3.1743
H31 -4.5741 1.2957 3.5160
H32 -4.0919 2.8767 2.5880
H33 -4.7990 1.4595 1.5660
C19 -6.2596 3.7031 6.2650
C20 -6.7729 4.9274 6.1110
C21 -7.6095 5.2660 4.9428
O7 -8.0781 6.3870 4.8001
C22 -7.8581 4.1994 3.9528
C23 -7.3448 2.9750 4.1067
C24 -6.5082 2.6364 5.2749
O8 -6.0396 1.5154 5.4176
H34 -5.6434 3.4383 7.1155
H35 -6.6004 5.7205 6.8287
H36 -8.4743 4.4641 3.1022
H37 -7.5173 2.1819 3.3890
C25 8.4251 0.4321 -2.3881
C26 7.5046 0.4474 -3.3570
C27 6.4445 1.4743 -3.3903
O9 5.6004 1.4879 -4.2757
C28 6.4421 2.4839 -2.3131
C29 7.3626 2.4685 -1.3442
C30 8.4227 1.4417 -1.3108
O10 9.2668 1.4281 -0.4255
H38 9.2089 -0.3145 -2.3484
H39 7.4933 -0.2858 -4.1546
H40 5.6583 3.2304 -2.3528
H41 7.3739 3.2017 -0.5466
C31 -2.7929 -6.5130 2.6207
C32 -2.6781 -7.8095 2.9241
C33 -3.6526 -8.4786 3.8085
O11 -3.5471 -9.6648 4.0883
C34 -4.7590 -7.6601 4.3430
C35 -4.8738 -6.3635 4.0396
C36 -3.8994 -5.6945 3.1552
O12 -4.0048 -4.5083 2.8754
H42 -2.0865 -6.0067 1.9742
H43 -1.8726 -8.4236 2.5394
H44 -5.4654 -8.1664 4.9895
H45 -5.6793 -5.7495 4.4243
C37 -0.6515 -6.3347 -3.9539
C38 0.3635 -6.3193 -4.8233
C39 1.2940 -5.1755 -4.8945
O13 2.2221 -5.1597 -5.6913
C40 1.0605 -4.0506 -3.9672
C41 0.0455 -4.0660 -3.0977
C42 -0.8850 -5.2098 -3.0266
O14 -1.8131 -5.2256 -2.2297
H46 -1.3435 -7.1654 -3.8892
H47 0.5486 -7.1370 -5.5096
H48 1.7525 -3.2199 -4.0319
H49 -0.1395 -3.2483 -2.4115

Charge: +1
Frontier orbital gap: 5.91 eV
Calculated total energy: -79362.513 eV

Löwdin population analysis, charges in e, atoms 1 to 8: -0.096, -0.245, -0.219, -0.197, -0.102, -0.051, 0.197, -0.109

- Among the records above, which one has the lowest calculated total energy?
  C42H49AuF6N5O2PSTe2